This record from the Open Molecules 2025 dataset describes 2 unconnected molecules or ions with the total composition C2H3BrNO3S in a non-equilibrium geometry. The level of theory is the ωB97M-V functional and the def2-TZVPD basis.

Element x y z (Å)
Br (-0.9942, 1.3034, -3.1696)
S (-0.5866, -1.6526, -1.7496)
O (-2.0258, -1.8760, -1.6136)
O (0.2428, -1.9939, -0.5734)
O (-1.6821, 1.7399, -0.3449)
N (-0.3563, 0.2434, 0.7560)
C (-0.3076, 0.3125, -1.6365)
C (-0.8621, 0.8475, -0.3736)
H (-0.3340, 0.9306, 1.4844)
H (1.1842, 0.7229, -1.5636)
H (0.3889, -0.3796, 0.5217)

## Properties
Total charge: -1
Lowest unoccupied orbital energy in eV: 3.35
Electronic energy in eV: -90632.9777
Gap between HOMO and LUMO in eV: 7.33
Energy relative to the best compared isomer or geometry (same formula, charge and spin) in kJ/mol: 85.4

This record from the Open Molecules 2025 dataset describes a molecular structure, C5H9N2S in a non-equilibrium geometry. The level of theory is the ωB97M-V functional and the def2-TZVPD basis.

Element x y z (Å)
S (-1.9615, -1.4556, 0.2072)
N (0.1846, 1.7945, 0.6628)
N (1.7955, -1.9983, 0.1128)
C (-1.7874, 1.1146, -0.4510)
C (-2.5778, 0.0726, -0.1360)
C (-0.3276, -0.8747, 0.4473)
C (0.6090, -1.6396, -0.2990)
C (-0.3433, 0.9393, -0.2753)
H (0.4369, 0.8647, -1.1535)
H (-0.0337, -0.5294, 1.4661)
H (-2.2045, 2.1363, -0.8436)
H (0.3484, -2.0048, -1.2370)
H (2.2441, -1.7007, 0.9107)
H (2.2733, -2.4597, -0.5613)
H (-0.3363, 2.2850, 1.4603)
H (-3.6101, 0.2131, -0.2291)
H (1.2549, 1.8357, 0.9202)

## Properties
Total charge: +1
Lowest unoccupied orbital energy in eV: -4.54
Electronic energy in eV: -19137.4297
Gap between HOMO and LUMO in eV: 7.66
Energy relative to the best compared isomer or geometry (same formula, charge and spin) in kJ/mol: 222.0

This record from the Open Molecules 2025 dataset describes 4 unconnected molecules or ions with the total composition C2H12N2O3 in a non-equilibrium geometry. The level of theory is the ωB97M-V functional and the def2-TZVPD basis.

Element x y z (Å)
O (-2.7726, 1.1679, -3.3910)
O (-0.3082, 2.1820, -1.7011)
O (-1.1256, -2.2385, -0.7833)
N (1.2118, -1.0060, 1.4986)
N (0.9329, 1.3113, 1.2316)
C (1.3103, -1.8385, 2.7475)
C (1.6663, 0.2497, 1.4124)
H (-2.1546, 0.8732, -4.0983)
H (1.7699, -2.7880, 2.3600)
H (2.1352, -1.2796, 3.2683)
H (-1.3772, -1.4173, -0.3236)
H (-1.9040, -2.8257, -0.5589)
H (0.6042, -1.1411, 0.7215)
H (0.0369, 2.3784, -0.7308)
H (1.4612, 2.0052, 1.6497)
H (-0.0544, 3.0074, -2.2098)
H (0.2443, -1.9573, 3.1776)
H (2.4795, 0.3436, 2.1804)
H (-2.4623, 1.3067, -2.5035)

## Properties
Lowest unoccupied orbital energy in eV: 0.72
SMILES: [H]/N=C/NC.O.O.O
Electronic energy in eV: -11389.1056
Gap between HOMO and LUMO in eV: 9.67
Energy relative to the best compared isomer or geometry (same formula, charge and spin) in kJ/mol: 255.0

This record from the Open Molecules 2025 dataset describes C26H23N3O2 in the gas phase in a non-equilibrium geometry. The level of theory is the ωB97M-V functional and the def2-TZVPD basis.

Element x y z (Å)
O (-4.1084, 0.3113, 0.1496)
O (-3.1453, -1.5657, -0.5274)
N (-3.1406, -0.4916, 0.0973)
N (-1.8239, -5.5645, 4.9689)
N (2.5923, -0.0881, 1.3418)
C (-1.0638, 1.2638, -1.2771)
C (0.5917, 0.1675, 0.3053)
C (-1.4431, 3.4043, -5.0469)
C (2.8225, -0.4029, 0.0026)
C (1.5801, -0.3492, -2.0725)
C (4.0188, -0.5200, -2.0466)
C (-1.6951, -4.6756, 4.2187)
C (-1.6971, -2.2670, 3.9232)
C (-1.2942, -2.5329, 1.1535)
C (3.5820, -0.1355, 2.4096)
C (4.0476, -0.5277, -0.6442)
C (-1.8760, -0.0558, 0.8944)
C (1.5775, -0.2397, -0.6809)
C (-2.3770, 1.8591, -3.2579)
C (-0.0782, 2.1481, -1.7451)
C (-1.3554, 2.6785, -3.7355)
C (0.8438, 0.7862, 2.8330)
C (-1.5729, -1.2827, 1.7202)
C (-0.8153, 0.6697, 0.1409)
C (-1.3318, -3.6638, 1.9781)
C (-1.5726, -3.5335, 3.3525)
C (2.8027, -0.4452, -2.7507)
C (-0.1959, 2.8046, -2.9635)
C (-2.2366, 1.1608, -2.0508)
C (1.2916, 0.2794, 1.5235)
C (-1.6824, -1.1468, 3.1017)
H (0.6218, 3.4173, -3.3365)
H (0.8130, 2.3454, -1.1476)
H (0.6208, -0.0387, 3.5233)
H (-2.3184, 0.6841, 1.5816)
H (-3.2991, 1.7504, -3.8335)
H (4.9556, -0.5666, -2.5983)
H (0.6338, -0.3411, -2.6106)
H (-3.0949, 0.5650, -1.7819)
H (4.9746, -0.5850, -0.0659)
H (3.6225, 0.8208, 2.9499)
H (-1.0949, -2.6264, 0.0811)
H (-1.7906, -0.1517, 3.5430)
H (-1.1939, 4.4653, -4.9163)
H (-0.7282, 2.9971, -5.7756)
H (-1.1943, -4.6562, 1.5389)
H (-1.8035, -2.1472, 5.0011)
H (3.3381, -0.9238, 3.1370)
H (2.8169, -0.4445, -3.8413)
H (-0.0710, 1.3695, 2.7020)
H (-0.7788, 1.6144, 0.7367)
H (1.6095, 1.4223, 3.2963)
H (-2.4473, 3.3324, -5.4761)
H (4.5634, -0.3478, 1.9768)

## Properties
Lowest unoccupied orbital energy in eV: -0.42
SMILES: Cc1ccc([C@H](c2c(C)n(C)c3ccccc23)[C@H](c2ccc(C#N)cc2)[N+](=O)[O-])cc1
Electronic energy in eV: -35897.0815
Gap between HOMO and LUMO in eV: 7.42
Energy relative to the best compared isomer or geometry (same formula, charge and spin) in kJ/mol: 554.0

This record from the Open Molecules 2025 dataset describes 2 unconnected molecules or ions with the total composition C4H9N2 in a non-equilibrium geometry. The level of theory is the ωB97M-V functional and the def2-TZVPD basis.

Element x y z (Å)
N (-0.0813, -2.2333, -0.4869)
N (0.2548, -0.4320, -1.9778)
C (-0.8746, 1.0329, 1.2581)
C (0.3121, 1.7952, 0.7430)
C (0.1525, -0.9637, -0.7853)
C (0.3700, 0.3533, 0.8920)
H (0.3914, -1.1141, -2.6399)
H (0.4381, 0.5132, -2.1830)
H (-0.5543, -2.5401, 0.3588)
H (-1.7904, 0.7341, 0.8023)
H (0.2247, -2.8638, -1.2486)
H (1.0268, -0.2211, 1.5348)
H (0.2805, 2.4773, -0.2107)
H (0.9801, 2.2428, 1.6015)
H (-1.1303, 1.2194, 2.3419)

## Properties
Total charge: +1
Lowest unoccupied orbital energy in eV: -3.71
Electronic energy in eV: -7264.1904
Gap between HOMO and LUMO in eV: 11.13
Energy relative to the best compared isomer or geometry (same formula, charge and spin) in kJ/mol: 381.2

This record from the Open Molecules 2025 dataset describes 3 unconnected molecules or ions with the total composition C17H35Cl5O4Si. The level of theory is the ωB97M-V functional and the def2-TZVPD basis.

Element x y z (Å)
Cl (-6.3601, -1.7913, -2.3369)
Cl (6.4140, -3.8862, 2.4721)
Cl (-4.1942, -2.0508, -4.9521)
Cl (1.7735, -0.1326, -2.9200)
Cl (3.4297, -2.6067, 1.4507)
Si (0.8584, 1.1737, 0.5547)
O (3.4278, 2.1520, 1.9170)
O (2.7299, 4.2117, 2.4222)
O (-0.5194, 1.3623, -0.3304)
O (-2.5540, 3.3906, 3.9091)
C (-2.5929, -1.5380, -1.6523)
C (-1.2702, 3.4687, 3.2971)
C (1.4333, 2.9566, 0.8364)
C (2.5640, 3.2040, 1.7951)
C (4.9936, -2.4864, 0.6035)
C (-0.4625, 2.2711, 3.7689)
C (-2.5733, -2.8777, -0.9021)
C (-5.8698, -2.6562, -4.8826)
C (3.2576, 1.8116, -1.7769)
C (0.4859, 0.4232, 2.2349)
C (2.8283, 0.3732, -1.5545)
C (-6.7671, -1.7572, -4.0724)
C (5.8411, -3.7182, 0.7929)
C (-1.5408, 0.3669, -0.3861)
C (-0.7457, 0.9766, 2.9798)
C (-1.3297, -0.6821, -1.4618)
C (2.1981, 0.0814, -0.1927)
H (-0.7617, 4.4042, 3.5519)
H (-0.7569, 2.1159, 4.8083)
H (-6.2333, -2.7048, -5.9076)
H (5.5006, -1.5979, 0.9719)
H (3.0185, 0.1461, 0.5285)
H (6.7230, -3.6507, 0.1585)
H (1.3709, 0.5115, 2.8711)
H (0.6004, 2.5218, 3.7681)
H (-3.4790, -0.9665, -1.3676)
H (-0.4817, -1.3282, -1.2264)
H (0.5778, 3.4675, 1.2825)
H (-5.8404, -3.6606, -4.4684)
H (-3.0738, 4.1499, 3.6328)
H (3.8771, 2.1617, -0.9496)
H (-1.1111, -0.1546, -2.3895)
H (1.8740, -0.9605, -0.1801)
H (-6.7006, -0.7258, -4.4082)
H (3.8545, 2.2320, 2.7811)
H (-1.3780, 3.4437, 2.2049)
H (-7.7971, -2.0972, -4.1653)
H (-2.4763, 0.8892, -0.5988)
H (-1.6721, -0.1132, 0.5902)
H (-3.0419, -3.6622, -1.4976)
H (-1.5737, 1.1688, 2.2948)
H (4.7729, -2.3574, -0.4555)
H (-3.1203, -2.8373, 0.0403)
H (-2.7070, -1.7468, -2.7150)
H (-1.0914, 0.2117, 3.6756)
H (2.3932, 2.4581, -1.9193)
H (3.8438, 1.8790, -2.6933)
H (1.6345, 3.4887, -0.0943)
H (0.3493, -0.6522, 2.0669)
H (5.2880, -4.6188, 0.5399)
H (3.7144, -0.2549, -1.6530)
H (-1.5525, -3.2007, -0.6916)

## Properties
Lowest unoccupied orbital energy in eV: 0.46
SMILES: CCCCO[Si@](CCCCO)(CC(=O)O)C[C@H](C)Cl.ClCCCl.ClCCCl
Electronic energy in eV: -96879.2147
Gap between HOMO and LUMO in eV: 10.12

Question: The lowest electronic energy belongs to which entry?
Answer: C17H35Cl5O4Si

What did the sixth record say?
This record from the Open Molecules 2025 dataset describes 3 unconnected molecules or ions with the total composition C17H35Cl5O4Si. The level of theory is the ωB97M-V functional and the def2-TZVPD basis.

Element x y z (Å)
Cl (-6.3601, -1.7913, -2.3369)
Cl (6.4140, -3.8862, 2.4721)
Cl (-4.1942, -2.0508, -4.9521)
Cl (1.7735, -0.1326, -2.9200)
Cl (3.4297, -2.6067, 1.4507)
Si (0.8584, 1.1737, 0.5547)
O (3.4278, 2.1520, 1.9170)
O (2.7299, 4.2117, 2.4222)
O (-0.5194, 1.3623, -0.3304)
O (-2.5540, 3.3906, 3.9091)
C (-2.5929, -1.5380, -1.6523)
C (-1.2702, 3.4687, 3.2971)
C (1.4333, 2.9566, 0.8364)
C (2.5640, 3.2040, 1.7951)
C (4.9936, -2.4864, 0.6035)
C (-0.4625, 2.2711, 3.7689)
C (-2.5733, -2.8777, -0.9021)
C (-5.8698, -2.6562, -4.8826)
C (3.2576, 1.8116, -1.7769)
C (0.4859, 0.4232, 2.2349)
C (2.8283, 0.3732, -1.5545)
C (-6.7671, -1.7572, -4.0724)
C (5.8411, -3.7182, 0.7929)
C (-1.5408, 0.3669, -0.3861)
C (-0.7457, 0.9766, 2.9798)
C (-1.3297, -0.6821, -1.4618)
C (2.1981, 0.0814, -0.1927)
H (-0.7617, 4.4042, 3.5519)
H (-0.7569, 2.1159, 4.8083)
H (-6.2333, -2.7048, -5.9076)
H (5.5006, -1.5979, 0.9719)
H (3.0185, 0.1461, 0.5285)
H (6.7230, -3.6507, 0.1585)
H (1.3709, 0.5115, 2.8711)
H (0.6004, 2.5218, 3.7681)
H (-3.4790, -0.9665, -1.3676)
H (-0.4817, -1.3282, -1.2264)
H (0.5778, 3.4675, 1.2825)
H (-5.8404, -3.6606, -4.4684)
H (-3.0738, 4.1499, 3.6328)
H (3.8771, 2.1617, -0.9496)
H (-1.1111, -0.1546, -2.3895)
H (1.8740, -0.9605, -0.1801)
H (-6.7006, -0.7258, -4.4082)
H (3.8545, 2.2320, 2.7811)
H (-1.3780, 3.4437, 2.2049)
H (-7.7971, -2.0972, -4.1653)
H (-2.4763, 0.8892, -0.5988)
H (-1.6721, -0.1132, 0.5902)
H (-3.0419, -3.6622, -1.4976)
H (-1.5737, 1.1688, 2.2948)
H (4.7729, -2.3574, -0.4555)
H (-3.1203, -2.8373, 0.0403)
H (-2.7070, -1.7468, -2.7150)
H (-1.0914, 0.2117, 3.6756)
H (2.3932, 2.4581, -1.9193)
H (3.8438, 1.8790, -2.6933)
H (1.6345, 3.4887, -0.0943)
H (0.3493, -0.6522, 2.0669)
H (5.2880, -4.6188, 0.5399)
H (3.7144, -0.2549, -1.6530)
H (-1.5525, -3.2007, -0.6916)

## Properties
Lowest unoccupied orbital energy in eV: 0.46
SMILES: CCCCO[Si@](CCCCO)(CC(=O)O)C[C@H](C)Cl.ClCCCl.ClCCCl
Electronic energy in eV: -96879.2147
Gap between HOMO and LUMO in eV: 10.12

Question: Which of these has the lowest gap between HOMO and LUMO?
Answer: C2H3BrNO3S

Question: Which of these has the lowest lowest unoccupied orbital energy?
Answer: C5H9N2S